The following is a DFT calculation (ωB97M-V/def2-TZVPD) of a single C27H40N8O7 molecule.

F_max: 0.99 eV/Å
Calculated total energy: -2017.7822 a.u.
HOMO level: -9.3 eV

CARTESIAN COORDINATES (ANGSTROEM)
1 C -0.62807 -5.19802 0.29990
2 H 0.40120 -4.95160 0.54686
3 H -0.89852 -6.11205 0.82292
4 C -1.58208 -4.06928 0.68278
5 C -3.00625 -4.41574 0.24887
6 H -3.70632 -3.64761 0.56811
7 H -3.31079 -5.35990 0.69345
8 H -3.06641 -4.51169 -0.83329
9 H -1.58104 -3.93470 1.76738
10 C -1.15873 -2.76074 0.00496
11 N 0.16276 -2.26668 0.40108
12 C 0.83201 -1.59899 -0.56109
13 O 0.45372 -1.60379 -1.72404
14 C 2.10377 -0.81108 -0.21346
15 N 2.00714 0.40552 -0.99361
16 C 0.92435 1.17422 -0.85349
17 O 0.00089 0.87241 -0.11313
18 C 0.93846 2.45315 -1.69768
19 N -0.32507 3.14722 -1.63156
20 C -1.55079 2.70286 -1.96266
21 O -2.54324 3.38214 -1.78554
22 C -1.63630 1.30348 -2.59219
23 N -2.97911 0.95933 -2.98514
24 C -3.99116 0.43486 -2.26126
25 O -5.10276 0.33051 -2.74070
26 C -3.73188 -0.04944 -0.82855
27 N -2.68672 -1.06895 -0.79586
28 C -2.14860 -1.62116 0.30042
29 O -2.36786 -1.26437 1.44734
30 H -2.41281 -1.44449 -1.69113
31 H -4.67635 -0.51670 -0.51304
32 C -3.44265 1.15037 0.08761
33 C -4.20059 1.08631 1.41448
34 C -3.53709 1.99659 2.44687
35 N -2.19298 1.52170 2.70781
36 C -1.05067 2.19218 2.49239
37 N 0.09931 1.52262 2.57134
38 H 0.05010 0.52523 2.44376
39 H 0.95000 1.97814 2.17622
40 N -1.00737 3.51082 2.37287
41 H -1.86871 4.02426 2.29718
42 H -0.18023 3.93103 1.86934
43 H -4.10617 1.98760 3.38313
44 H -3.51350 3.01976 2.06701
45 H -4.19032 0.06522 1.79717
46 H -5.23737 1.39059 1.26931
47 H -2.36727 1.17905 0.26973
48 H -3.71480 2.07068 -0.43051
49 H -3.30286 1.38299 -3.84588
50 H -1.26811 0.57586 -1.87015
51 H -0.99436 1.26168 -3.47709
52 H -0.31260 3.98122 -1.04636
53 H 1.16433 2.18822 -2.74112
54 C 2.02665 3.36898 -1.10938
55 C 1.65745 3.44938 0.39599
56 O 0.82725 4.32679 0.70280
57 O 2.11392 2.56207 1.13576
58 H -2.12882 0.50948 2.67079
59 H 3.01706 2.93475 -1.23926
60 H 1.98373 4.35328 -1.57462
61 H 2.76314 0.65145 -1.60942
62 H 2.13145 -0.52409 0.84109
63 C 3.35262 -1.59506 -0.59577
64 C 4.64458 -0.82225 -0.45766
65 C 4.75260 0.37092 0.24664
66 C 5.97399 1.02020 0.33686
67 C 7.10009 0.49065 -0.26615
68 C 7.00145 -0.69986 -0.96714
69 C 5.78375 -1.34668 -1.06156
70 H 5.71040 -2.27423 -1.61227
71 H 7.87324 -1.12336 -1.44384
72 H 8.04869 1.00125 -0.19338
73 H 6.03611 1.94877 0.88419
74 H 3.89788 0.82488 0.72440
75 H 3.24432 -1.93164 -1.63120
76 H 3.40483 -2.49010 0.03220
77 C 0.46198 -2.28774 1.81435
78 H 0.74628 -3.29568 2.12560
79 H 1.27680 -1.61681 2.06463
80 H -0.42839 -1.98484 2.36821
81 H -1.10073 -2.93478 -1.07354
82 H -0.68186 -5.38655 -0.77010

Löwdin atomic charge list, values in e, 6 entries: atom 1 (C): -0.054, atom 2 (H): 0.068, atom 3 (H): 0.082, atom 4 (C): -0.372, atom 5 (C): -0.051, atom 6 (H): 0.079

=====

The following is a DFT calculation (ωB97M-V/def2-TZVPD) of a single C4H10N2O3 molecule.

F_max: 3.22 eV/Å
Calculated total energy: -493.4570 a.u.
HOMO level: -9.5 eV

CARTESIAN COORDINATES (ANGSTROEM)
1 C -0.64381 -2.11904 0.53396
2 N -0.15866 -0.82122 0.97290
3 C 0.35045 0.16800 -0.04341
4 C 1.20089 -0.49678 -1.16617
5 C 1.05061 1.27662 0.70315
6 O -0.80251 0.83504 -0.88106
7 N -1.68765 1.77739 -0.44405
8 O -2.04769 1.75783 0.69699
9 O -2.19373 2.39894 -1.35504
10 H -0.60206 -2.24213 -0.61296
11 H 0.19301 -2.80020 0.84385
12 H -1.74911 -2.26629 0.84955
13 H -0.82655 -0.28286 1.56258
14 H 1.63429 -1.40354 -0.68708
15 H 2.02055 0.14861 -1.57365
16 H 0.54590 -0.82693 -1.98318
17 H 1.01709 2.08105 -0.11284
18 H 0.56980 1.78042 1.68085
19 H 2.12918 1.03509 1.01562

Löwdin atomic charge list, values in e, 6 entries: atom 1 (C): -0.135, atom 2 (N): -0.072, atom 3 (C): -0.479, atom 4 (C): -0.013, atom 5 (C): -0.059, atom 6 (O): -0.018

=====

The following is a DFT calculation (ωB97M-V/def2-TZVPD) of a single C23H27F3N2O3 molecule.

F_max: 0.78 eV/Å
Calculated total energy: -1527.4702 a.u.
HOMO level: -7.9 eV

CARTESIAN COORDINATES (ANGSTROEM)
1 C -2.81426 2.21492 -8.52337
2 C -1.57644 2.10218 -7.64339
3 C -1.90593 2.31833 -6.17858
4 O -3.04336 2.48738 -5.79669
5 C -0.76591 2.32449 -5.22957
6 C -1.02560 2.66802 -3.90322
7 C -0.02487 2.71515 -2.95410
8 C 1.28388 2.41142 -3.31983
9 O 2.36801 2.44125 -2.50144
10 C 2.22712 2.79638 -1.14630
11 C 1.71569 1.63799 -0.26322
12 O 1.52293 2.08915 1.05527
13 C 2.68905 0.44421 -0.36869
14 N 2.30428 -0.78432 0.28440
15 C 1.05218 -1.35836 -0.16598
16 C 0.95585 -2.80638 0.33610
17 N 1.03558 -2.83976 1.78128
18 C -0.09770 -2.80104 2.56092
19 C -1.24270 -3.53011 2.19647
20 C -2.36119 -3.56917 2.99958
21 C -2.39760 -2.89564 4.21065
22 C -1.27315 -2.17934 4.58571
23 C -1.23066 -1.42706 5.88246
24 F -0.24321 -1.86481 6.69254
25 F -2.36177 -1.51066 6.59450
26 F -0.99260 -0.11120 5.70573
27 C -0.14391 -2.12022 3.78381
28 C 2.26979 -2.22186 2.21388
29 C 2.35878 -0.76885 1.73590
30 C 1.55242 2.05294 -4.64493
31 C 0.54842 2.01272 -5.58453
32 H -3.25496 3.20380 -8.42601
33 H -3.55899 1.48462 -8.21783
34 H -2.55797 2.04405 -9.56611
35 H -0.82901 2.84025 -7.94347
36 H -1.13097 1.10978 -7.74956
37 H -2.04333 2.90431 -3.63002
38 H -0.27480 2.99144 -1.94203
39 H 1.57443 3.66855 -1.02261
40 H 3.23737 3.07275 -0.82379
41 H 0.72386 1.32930 -0.60768
42 H 2.37539 2.33631 1.43294
43 H 3.65941 0.74343 0.04241
44 H 2.82569 0.22748 -1.43263
45 H 1.03118 -1.34464 -1.25796
46 H 0.17716 -0.80236 0.21415
47 H 0.02661 -3.24815 -0.01558
48 H 1.79602 -3.38125 -0.06512
49 H -1.24862 -4.09668 1.27877
50 H -3.21949 -4.14313 2.68501
51 H -3.26889 -2.92764 4.84364
52 H 0.68628 -1.52489 4.12713
53 H 2.37542 -2.29469 3.29477
54 H 3.08796 -2.78477 1.75223
55 H 3.31256 -0.33779 2.04827
56 H 1.53844 -0.18108 2.17686
57 H 2.57137 1.81682 -4.90912
58 H 0.79567 1.73248 -6.59616

Löwdin atomic charge list, values in e, 6 entries: atom 1 (C): -0.100, atom 2 (C): -0.188, atom 3 (C): -0.367, atom 4 (O): 0.089, atom 5 (C): -0.160, atom 6 (C): -0.001

=====

The following is a DFT calculation (ωB97M-V/def2-TZVPD) of a molecular structure, C32H27N9O2ReS2.

F_max: 1.69 eV/Å
⟨S²⟩: 1.02
Charge: +2
Calculated total energy: -2753.1000 a.u.
HOMO level (alpha / beta): -13.1 / -13.3 eV
Multiplicity: 2

CARTESIAN COORDINATES (ANGSTROEM)
1 Re 0.16304 -0.05972 -0.12139
2 O -0.50010 -0.00753 3.91694
3 C -0.42593 0.26517 2.74679
4 N 0.59793 -0.04109 1.86580
5 C 1.83724 -0.47388 2.28687
6 O 2.24717 -0.59460 3.41235
7 C 2.69954 -0.85248 1.09747
8 C 4.00141 -1.26918 1.29355
9 C 4.73324 -1.73326 0.20961
10 C 4.12424 -1.77032 -1.03727
11 C 2.83248 -1.30183 -1.17194
12 N 2.12791 -0.84177 -0.12856
13 C -1.56783 0.93240 2.01285
14 C -2.51805 1.66062 2.69822
15 C -3.52641 2.28753 1.97931
16 C -3.57009 2.12595 0.60142
17 C -2.59127 1.37425 -0.01786
18 N -1.59652 0.79965 0.66891
19 H 4.41430 -1.21258 2.29163
20 H 5.75514 -2.06560 0.33261
21 H 4.64010 -2.15262 -1.90644
22 H 2.33555 -1.30248 -2.13322
23 H -2.44323 1.73693 3.77403
24 H -4.26360 2.89453 2.48702
25 H -4.35325 2.57682 0.00947
26 H -2.58983 1.22439 -1.08991
27 S 0.80459 2.24902 -0.34655
28 C 0.46970 2.36201 -2.05868
29 N 0.38409 3.59838 -2.55210
30 N 0.48136 3.91843 -3.77964
31 C 1.10501 3.27914 -4.85775
32 C 0.82932 3.76993 -6.13730
33 C 1.44318 3.20188 -7.23521
34 C 2.35415 2.16800 -7.06441
35 C 2.67172 1.71978 -5.78477
36 C 2.04482 2.25856 -4.68145
37 N 0.24629 1.28228 -2.78552
38 N 0.02218 0.15929 -2.16247
39 C -0.07826 -0.92796 -3.08551
40 C 0.73588 -0.96162 -4.22256
41 C 0.69929 -2.05802 -5.06431
42 C -0.16057 -3.11709 -4.80065
43 C -1.00951 -3.05589 -3.70495
44 C -0.97292 -1.96682 -2.85137
45 H 0.12483 4.85150 -3.96061
46 H 0.13038 4.58948 -6.26115
47 H 1.21747 3.56942 -8.22628
48 H 2.83105 1.72305 -7.92694
49 H 3.42585 0.95551 -5.65473
50 H 2.32363 1.93978 -3.68757
51 H 1.40284 -0.13468 -4.42707
52 H 1.34761 -2.09210 -5.92992
53 H -0.18271 -3.97411 -5.45965
54 H -1.71364 -3.85583 -3.52030
55 H -1.67638 -1.89924 -2.03224
56 N -1.38563 -2.72434 2.80448
57 C -0.43131 -2.87796 1.90897
58 S -0.72713 -2.40271 0.24798
59 N 0.69865 -3.48411 2.21948
60 C 1.02454 -4.22104 3.40790
61 C 2.34927 -4.21268 3.82391
62 C 2.74330 -5.01156 4.88261
63 C 1.82172 -5.83236 5.51706
64 C 0.49819 -5.82565 5.10637
65 C 0.08863 -5.01806 4.05608
66 H -2.26450 -2.31315 2.54131
67 H -1.20595 -2.89053 3.78628
68 H 1.40799 -3.51334 1.50368
69 H 3.06425 -3.57236 3.32519
70 H 3.77602 -5.00701 5.20342
71 H 2.13924 -6.48614 6.31733
72 H -0.22094 -6.47277 5.58965
73 H -0.94164 -5.05559 3.72797

Löwdin atomic charge list, values in e, 6 entries: atom 1 (Re): 1.179, atom 2 (O): 0.135, atom 3 (C): -0.445, atom 4 (N): -0.083, atom 5 (C): -0.445, atom 6 (O): 0.141

=====

The following is a DFT calculation (ωB97M-V/def2-TZVPD) of a molecular structure, C45H34F8I2O3S.

F_max: 8.59 eV/Å
Calculated total energy: -3752.7724 a.u.
HOMO level: -8.8 eV

CARTESIAN COORDINATES (ANGSTROEM)
1 C 7.89839 2.98912 1.05368
2 C 7.27877 2.15072 -0.21159
3 I 8.55033 1.29179 -1.83110
4 C 5.81393 1.91436 -0.32578
5 I 5.08431 0.75955 -2.09108
6 C 4.65780 2.39004 0.73480
7 C 4.57830 1.94577 2.18332
8 S 5.87700 0.81114 2.93040
9 C 3.32638 2.45273 3.16978
10 O 3.47347 2.77790 4.45866
11 C 1.85088 2.57567 2.39194
12 C 0.40656 2.21021 3.07698
13 C -0.96160 2.38117 2.14984
14 C -2.45692 1.99813 2.71708
15 O -2.59096 0.62585 3.23008
16 C -2.16339 -0.38465 2.25003
17 F -2.94045 -1.63781 2.57964
18 F -0.72330 -0.76409 2.46991
19 F -2.48712 -0.06977 0.83950
20 C -0.86650 2.93982 0.57744
21 C 0.59301 3.32032 -0.14216
22 C 1.94490 3.09804 0.80584
23 C 3.45747 3.40347 0.16062
24 O 3.68584 4.38758 -0.72118
25 H 7.10852 3.43436 1.79338
26 H 8.63461 3.79914 0.59351
27 H 8.59743 2.22715 1.64962
28 H 5.21008 -0.05274 3.85368
29 H 0.31964 1.82904 4.18015
30 H -2.72222 2.72031 3.62983
31 H -3.23878 2.22263 1.84329
32 H -1.81256 3.09097 -0.09764
33 H 0.67891 3.72176 -1.25626
34 F -4.50475 -0.58471 -3.74060
35 C -4.57135 -1.54824 -2.81227
36 C -3.78465 -1.45299 -1.66961
37 C -3.85748 -2.45341 -0.70036
38 C -4.70906 -3.54456 -0.89001
39 C -5.49095 -3.63365 -2.04268
40 C -5.42617 -2.62757 -3.00634
41 H -3.12289 -0.60234 -1.54342
42 H -3.25230 -2.38435 0.20016
43 H -4.76223 -4.32687 -0.13586
44 H -6.14994 -4.48590 -2.19000
45 H -6.03356 -2.67639 -3.90401
46 F 3.04814 -2.55105 -0.29338
47 C 2.25518 -3.51698 0.18912
48 C 1.69618 -3.37496 1.45442
49 C 0.86635 -4.37810 1.95511
50 C 0.61335 -5.51826 1.18843
51 C 1.18319 -5.65384 -0.07839
52 C 2.00385 -4.64553 -0.58324
53 H 1.91068 -2.48623 2.03888
54 H 0.41818 -4.27306 2.94003
55 H -0.03036 -6.30246 1.58117
56 H 0.98814 -6.54400 -0.67158
57 H 2.44778 -4.73050 -1.56956
58 F -3.46309 3.24181 -2.85527
59 C -3.70461 3.20894 -4.17254
60 C -3.03265 4.08920 -5.01353
61 C -3.28002 4.05185 -6.38576
62 C -4.20569 3.14103 -6.90085
63 C -4.87881 2.26502 -6.04794
64 C -4.62296 2.29506 -4.67730
65 H -2.32333 4.79539 -4.59447
66 H -2.75411 4.73055 -7.05264
67 H -4.40161 3.11528 -7.97067
68 H -5.60186 1.55980 -6.45066
69 H -5.13060 1.61526 -4.00106
70 F 0.63682 -8.30520 3.23112
71 C 1.93337 -8.60808 3.37895
72 C 2.84798 -7.59301 3.63734
73 C 4.19732 -7.90856 3.79643
74 C 4.61890 -9.23577 3.68437
75 C 3.69392 -10.24688 3.41980
76 C 2.34326 -9.93241 3.27189
77 H 2.50331 -6.56687 3.71271
78 H 4.91920 -7.12323 4.00642
79 H 5.67207 -9.48086 3.80410
80 H 4.02497 -11.27860 3.32894
81 H 1.60954 -10.70696 3.07482
82 F -3.90821 5.22576 0.21115
83 C -3.18475 6.21419 -0.33128
84 C -3.00195 6.25149 -1.70927
85 C -2.25305 7.28334 -2.27498
86 C -1.68560 8.26128 -1.45436
87 C -1.87056 8.21231 -0.07186
88 C -2.62876 7.18672 0.49236
89 H -3.44330 5.47860 -2.32999
90 H -2.11078 7.32584 -3.35196
91 H -1.09783 9.06340 -1.89561
92 H -1.42450 8.97224 0.56519
93 H -2.79006 7.13840 1.56417

Löwdin atomic charge list, values in e, 6 entries: atom 1 (C): -0.162, atom 2 (C): -0.686, atom 3 (I): 0.671, atom 4 (C): -0.640, atom 5 (I): 0.691, atom 6 (C): -0.161

=====

The following is a DFT calculation (ωB97M-V/def2-TZVPD) of 2 unconnected molecules or ions with the total composition C5H11O2.

F_max: 2.27 eV/Å
Charge: -1
Calculated total energy: -347.6308 a.u.
HOMO level: -3.7 eV

CARTESIAN COORDINATES (ANGSTROEM)
1 C 1.55423 -0.63314 2.24276
2 C 0.67882 -1.57744 3.07811
3 H 2.33293 -0.12265 2.79654
4 H 1.90516 -1.24764 1.40703
5 H 0.92401 0.02443 1.65192
6 H 0.43449 -1.18031 4.07076
7 H 1.14233 -2.54765 3.17472
8 H -0.32072 -1.64820 2.66109
9 C -0.39421 1.46802 -1.43342
10 C 0.98387 1.67350 -0.84592
11 C -0.98522 -0.02070 -1.26912
12 O -0.19628 -0.88553 -1.69896
13 O -2.11061 -0.05952 -0.75153
14 H -1.12930 2.11165 -0.93587
15 H -0.47190 1.74369 -2.48814
16 H 0.91062 1.84116 0.21098
17 H 1.54925 2.48683 -1.31821
18 H 1.62226 0.81123 -1.04469

Löwdin atomic charge list, values in e, 6 entries: atom 1 (C): -0.158, atom 2 (C): -0.174, atom 3 (H): 0.055, atom 4 (H): 0.068, atom 5 (H): 0.043, atom 6 (H): 0.052